# C34H86N6O11

A cluster of 6 separate species, C34H86N6O11 in total in a non-equilibrium geometry (wB97M-V/def2-TZVPD, the Open Molecules 2025 dataset).

Total charge = +1
HOMO energy (spin up / spin down) = -9.71 / -9.71 eV
Spin multiplicity = 2
Frontier orbital gap (spin up / spin down) = 7.1 / 2.1 eV
Total energy = -68095.250 eV

Geometry as XYZ:
```
137
Properties=species:S:1:pos:R:3:forces:R:3:mulliken_charge:R:1
C 1.407 4.947 -2.578 0.7 0.6 -0.1 -1.827
C 0.400 3.872 -2.367 0.2 -1.4 0.5 1.575
C -1.005 4.343 -2.643 -0.5 0.6 0.9 -0.678
O -1.476 4.966 -1.465 -0.7 1.5 0.3 -0.357
C -2.051 4.162 -0.494 0.2 -1.0 0.6 -0.500
N 0.623 2.714 -3.144 -0.2 -2.0 -2.6 -0.260
H 2.373 4.647 -2.174 0.0 0.2 0.5 0.320
H 1.006 5.853 -2.123 0.5 0.1 0.3 0.453
H 1.659 5.192 -3.610 -0.6 -0.2 -0.4 0.329
H 0.460 3.508 -1.342 -0.2 0.8 0.7 -0.203
H -1.771 3.610 -2.893 0.4 -0.6 -0.5 0.166
H -0.969 5.118 -3.408 -0.2 -0.1 -0.1 0.294
H -2.263 4.726 0.414 0.3 0.3 -0.2 0.337
H -1.409 3.319 -0.236 0.6 -0.1 0.3 0.038
H -2.974 3.633 -0.732 -0.5 0.4 -0.8 0.297
H -0.114 2.038 -3.006 -0.3 0.2 0.1 -0.060
H 1.451 2.139 -3.081 0.6 0.8 0.4 0.024
C 0.682 -2.213 5.263 -1.3 -0.3 -1.2 -0.619
O -0.019 -1.024 4.924 -1.4 1.3 -0.5 -0.439
C -1.026 -1.053 3.854 0.1 -3.2 0.8 -0.443
C -2.383 -1.859 4.178 1.3 2.0 1.2 0.575
N -3.248 -0.862 4.880 -1.1 -1.1 -1.1 -0.354
C -4.687 -1.290 4.791 0.0 1.0 -0.3 -0.276
C -5.683 -0.172 5.231 1.4 -0.3 0.5 -0.616
O -7.041 -0.504 5.134 0.2 0.2 0.2 -0.345
C -7.757 0.440 5.923 -1.2 -0.4 0.2 -0.775
H 0.842 -2.783 4.347 0.8 0.0 -0.3 0.141
H 0.050 -2.912 5.810 0.0 0.2 0.8 0.290
H 1.601 -1.961 5.792 -0.2 0.0 -0.1 0.308
H -0.578 -1.627 3.043 0.4 0.1 -0.4 0.222
H -1.356 -0.086 3.474 0.6 0.2 0.7 0.377
H -2.256 -2.657 4.910 0.6 -0.5 -0.3 0.648
H -2.791 -2.318 3.278 -0.3 0.5 -0.2 -0.926
H -2.862 -0.987 5.805 -0.6 0.6 0.6 0.282
H -4.856 -2.251 5.276 -0.3 0.0 0.3 0.333
H -4.882 -1.418 3.726 0.1 -0.3 -0.2 0.065
H -5.502 0.736 4.656 0.3 0.0 -0.3 0.317
H -5.438 0.091 6.260 0.0 0.0 0.3 0.357
H -7.804 0.129 6.966 0.3 -0.1 0.2 0.307
H -8.797 0.452 5.597 0.1 0.0 -0.3 0.263
H -7.378 1.461 5.899 0.3 0.0 -0.3 0.337
C 1.781 -1.591 -3.853 2.2 0.2 -0.3 0.039
O 3.266 -1.601 -3.856 -2.1 0.1 0.0 -0.487
C 3.826 -0.360 -4.293 -0.4 0.1 -0.5 -0.179
C 3.244 0.246 -5.607 -0.2 -0.1 0.1 -0.431
N 3.914 1.456 -6.133 0.8 -1.1 0.7 -0.391
C 3.691 2.785 -5.501 0.1 -1.5 -0.8 -0.069
C 4.574 3.763 -6.229 -0.5 1.7 -1.1 -0.813
O 3.941 4.086 -7.485 0.6 0.5 -1.0 -0.330
C 4.618 5.072 -8.366 -1.6 -0.8 1.4 -0.714
H 1.507 -1.711 -4.901 -0.6 0.0 0.3 0.246
H 1.420 -0.646 -3.449 0.3 0.0 -0.4 -0.118
H 1.407 -2.383 -3.204 0.3 -0.2 -0.2 0.285
H 4.873 -0.647 -4.388 0.1 0.7 -0.1 0.370
H 3.651 0.398 -3.531 0.4 0.1 0.5 -0.053
H 2.177 0.448 -5.515 -0.4 0.1 0.7 0.119
H 3.234 -0.555 -6.346 0.6 0.1 -0.4 0.414
H 3.626 1.523 -7.099 0.2 0.3 -0.1 0.276
H 3.970 2.845 -4.449 0.0 -0.5 0.1 0.169
H 2.623 2.970 -5.621 -0.1 0.9 0.3 0.271
H 5.596 3.435 -6.420 0.0 -0.6 0.2 0.387
H 4.681 4.686 -5.658 -0.2 0.2 0.3 0.402
H 5.691 4.885 -8.388 -0.1 0.2 -0.2 0.277
H 4.325 6.081 -8.076 0.7 0.2 0.8 0.277
H 4.099 5.071 -9.325 0.4 -1.0 -0.2 0.264
C 7.592 0.870 3.830 0.6 -0.6 0.0 -0.772
O 6.795 2.030 3.636 1.1 -1.2 0.4 -0.331
C 6.123 2.390 4.806 -2.2 1.5 0.0 -0.758
C 4.655 1.855 4.734 1.2 -0.1 1.0 -0.528
N 4.024 2.106 3.481 -0.7 0.1 -1.8 -0.297
C 2.833 1.263 3.243 -1.4 1.4 0.2 -0.621
C 1.748 1.827 2.186 3.4 0.5 -0.3 -0.509
O 2.274 1.500 0.861 -0.6 -0.3 -0.2 -0.212
C 3.296 2.289 0.207 -1.1 0.3 0.5 -0.572
H 8.193 0.663 2.944 -0.1 0.4 0.0 0.275
H 7.094 -0.074 4.052 -1.0 0.1 -0.2 0.294
H 8.252 0.934 4.695 0.3 0.7 0.0 0.338
H 6.110 3.479 4.853 -0.3 0.3 -0.6 0.364
H 6.581 2.208 5.778 0.4 -1.1 -0.2 0.418
H 4.061 2.314 5.524 0.0 -0.1 0.2 0.439
H 4.743 0.785 4.921 -0.2 -0.5 0.3 0.303
H 4.698 1.914 2.753 0.2 0.2 -0.1 0.232
H 2.369 1.234 4.229 -0.4 -0.4 0.0 0.550
H 3.079 0.252 2.920 0.0 -0.2 0.0 0.252
H 1.647 2.912 2.222 0.3 0.2 0.4 0.353
H 0.725 1.477 2.324 0.3 -0.8 -0.3 0.168
H 4.322 2.053 0.488 -0.1 -0.3 0.3 0.291
H 3.137 3.357 0.353 0.0 0.1 0.3 0.328
H 3.183 2.139 -0.867 0.0 -0.4 0.0 -0.011
C 2.094 -5.458 2.172 -0.5 0.0 -0.4 -0.808
O 0.801 -4.783 2.183 -0.1 0.3 0.1 -0.312
C -0.303 -5.421 1.550 0.9 0.0 0.8 -0.840
C -1.526 -4.462 1.631 2.3 -1.8 -1.7 0.434
N -2.715 -5.155 1.059 0.7 3.4 1.7 0.095
C -3.733 -4.222 0.621 -1.5 -1.8 -0.5 0.625
C -5.044 -4.984 0.229 0.0 0.2 -0.4 -0.878
O -5.605 -5.746 1.291 1.1 0.1 -0.6 -0.354
C -6.449 -5.011 2.135 -0.6 1.3 1.1 -0.630
H 2.119 -6.199 1.373 0.0 -0.2 0.1 0.390
H 2.343 -5.896 3.138 -0.5 -0.2 0.0 0.276
H 2.907 -4.761 1.971 -0.4 0.4 -0.1 0.257
H -0.530 -6.354 2.065 -0.1 -0.3 -0.1 0.445
H -0.042 -5.593 0.505 -0.2 -0.3 -0.2 0.475
H -1.170 -3.671 0.972 -1.0 0.5 -0.1 -0.197
H -1.541 -4.045 2.638 -1.0 -0.3 0.3 0.022
H -2.981 -6.077 1.374 -0.1 -0.6 0.0 0.442
H -3.317 -3.606 -0.177 0.0 0.2 -0.1 0.104
H -3.965 -3.572 1.464 0.2 0.3 0.3 -0.314
H -4.845 -5.621 -0.633 0.3 -0.5 0.3 0.446
H -5.771 -4.301 -0.209 0.0 0.5 0.4 0.437
H -6.480 -5.360 3.167 0.1 -0.9 -0.3 0.317
H -7.474 -4.908 1.780 0.0 -0.4 -0.3 0.335
H -6.118 -3.988 2.316 0.4 0.4 -0.5 0.164
C -1.133 -0.186 -6.362 -0.3 -1.0 0.6 -1.014
O -0.736 -0.185 -4.984 -1.1 1.4 0.2 0.000
C -1.906 0.221 -4.245 -0.4 -0.6 0.5 -1.269
C -1.872 -0.413 -2.862 0.4 0.5 -2.1 -0.142
N -0.723 0.002 -2.144 -0.4 -0.8 4.3 0.542
C -0.729 -0.899 -0.871 0.3 1.6 0.2 -1.099
C -1.718 -0.515 0.338 -0.1 -0.2 -2.6 0.522
O -3.058 -0.544 -0.153 0.4 0.2 -0.7 -0.278
C -4.122 0.037 0.576 0.8 -0.2 0.1 -0.820
H -0.304 -0.401 -7.037 0.1 0.3 0.3 0.239
H -1.694 0.706 -6.640 0.3 0.2 -0.1 0.335
H -1.829 -1.025 -6.365 -0.2 -0.1 -0.9 0.398
H -2.831 -0.129 -4.704 0.0 -0.6 -0.4 0.659
H -2.134 1.286 -4.210 1.0 0.5 0.0 0.324
H -1.737 -1.477 -3.058 -0.9 -0.6 0.0 0.342
H -2.760 -0.150 -2.287 0.0 -0.4 -0.3 0.115
H 0.150 -0.088 -2.643 -0.3 -0.3 0.1 -0.583
H 0.279 -0.890 -0.456 0.1 0.2 0.1 0.485
H -0.939 -1.944 -1.097 -0.2 -0.3 -0.5 0.386
H -1.429 0.478 0.683 -0.1 -0.2 0.6 0.464
H -1.770 -1.362 1.022 1.2 0.4 0.8 -0.461
H -4.312 1.061 0.254 -0.5 -0.1 -0.5 0.199
H -3.917 0.181 1.637 0.1 -0.6 0.4 0.258
H -4.884 -0.717 0.379 -0.8 0.8 0.4 0.280
```
Forces are in eV/Å.